22
Properties=species:S:1:pos:R:3:forces:R:3 method="wB97M-V/def2-TZVPD" total_charge=-1 e_tot_ha=-707.52659 e_above_lowest_kcal_mol=0.0
C 1.4625 -1.4285 0.5243 0.28 -0.02 0.06
N 1.6866 -0.4459 -0.5429 -0.43 -0.09 0.37
C 2.5168 0.6760 -0.0994 -0.01 -0.12 -0.30
B 0.4690 0.0284 -1.1805 -0.03 -0.27 -0.06
O 0.5306 0.3291 -2.5502 0.73 0.22 0.20
C -0.8836 0.3042 -0.4170 0.31 0.18 0.04
C -1.9866 -0.7417 -0.4696 -0.53 -0.32 0.18
O -3.0745 -0.2556 0.2839 0.06 -0.05 -0.05
Al -2.3832 0.7642 1.5863 0.44 0.11 0.03
O -0.6804 0.6102 0.9558 -0.33 0.13 -0.05
H 0.4609 -1.3569 0.9476 -0.04 0.02 0.01
H 2.1638 -1.2670 1.3473 0.01 0.02 -0.02
H 1.6396 -2.4413 0.1506 -0.05 0.01 -0.03
H 3.5679 0.3792 -0.0425 0.05 0.08 0.06
H 2.4335 1.5082 -0.8037 0.12 -0.06 -0.08
H 2.1757 1.0540 0.8697 0.06 -0.03 0.06
H 0.4624 1.2725 -2.6928 -0.52 0.15 -0.28
H -1.3235 1.1863 -0.9331 0.03 0.02 -0.04
H -1.6138 -1.6679 -0.0009 0.10 -0.07 -0.14
H -2.2958 -0.9873 -1.4942 0.02 0.11 -0.05
H -2.8566 2.3117 1.4766 -0.14 0.00 0.05
H -2.4713 0.1680 3.0848 -0.10 -0.03 0.05